Record 1
A cluster of 2 separate species, C34H29B2BrClF3IO10S in total, computed with ωB97M-V with the def2-TZVPD basis set.

Results
M	950.5	g/mol
orbital gap	6.802	eV
total energy	-6145.083252	hartree
net charge	-1

Atoms and positions in Å:
I 3.01394 -2.95749 -5.23205
Br -2.43448 -3.39976 -2.27330
Cl -1.19448 0.01896 6.97484
S -1.79977 -0.95577 -8.24373
F -1.25290 1.01962 -9.92754
F -2.45831 -0.56016 -10.78041
F -0.34255 -0.86912 -10.45808
O -2.57873 2.74915 -0.42911
O 1.03734 4.48873 4.46709
O -1.06941 -4.64558 -0.26265
O -0.52758 4.98450 0.49888
O -1.12703 2.57344 6.71329
O -0.60556 -0.58373 -7.50837
O -1.58626 -1.65831 1.24724
O -2.59904 5.01000 1.68770
O -1.96646 -2.37282 -8.47418
O -3.00083 -0.23319 -7.87894
C 1.19523 -1.48738 3.08292
C -0.31246 0.36199 -3.21011
C -0.64931 1.57518 6.30183
C -1.04874 -3.69081 -0.94932
C 0.04033 -2.64397 -0.86916
C 2.87150 -3.33246 3.28608
C 1.70792 -2.73224 3.76774
C 2.75244 -5.05822 4.95483
C -2.14730 1.92715 -5.80890
C -1.15370 0.95011 -1.04826
C 2.22108 -1.95539 -3.46908
C 0.40308 1.52308 5.22920
C 1.59594 -4.47534 5.43982
C -0.28193 -1.26564 -1.39929
C -0.20664 1.59952 3.84061
C -1.23694 1.83884 1.28938
C -0.90489 1.28723 -2.35817
C -0.93180 0.57608 1.80080
C 1.07612 -3.32878 4.84971
C -1.44614 -0.31102 -9.93368
C -1.06513 2.99566 2.04078
C 0.68944 -1.91956 -3.62980
C -1.19344 1.51369 -5.21155
C -1.41036 5.16042 4.66505
C -0.10504 -0.92890 3.65385
C -0.84918 -0.31836 -0.55457
C -1.75126 1.93027 -0.10683
C -0.51652 2.87603 3.32734
C 0.01224 -0.91011 -2.72706
C -0.04634 0.80617 -4.63970
C 2.90929 -0.59868 -3.31012
C -0.43588 0.43388 3.09869
C 3.39006 -4.47474 3.86914
C -1.16219 -0.58899 0.87470
B -1.43249 4.39139 1.38778
B -0.27203 4.18751 4.17713
H 0.31025 -2.91277 -3.40122
H 0.15896 -2.93178 5.26092
H 0.15279 -0.02268 -5.31309
H -1.17521 2.27168 -2.71113
H 3.83089 -0.55446 -3.88133
H 0.92154 -3.02131 -1.38395
H 0.99216 -1.78260 2.05190
H 0.03828 5.61552 0.95335
H 1.97881 -0.72945 3.04764
H -2.35613 4.93275 4.18052
H 0.31234 -2.57801 0.17862
H 1.08504 -4.91490 6.28446
H 1.07829 5.21286 5.10052
H 3.36445 -2.88694 2.43070
H 3.16110 -0.41075 -2.26633
H -0.91384 -1.60668 3.39102
H 2.28693 0.22216 -3.65062
H 2.52468 -2.61239 -2.66131
H 0.79935 1.49765 -4.62865
H 1.06300 2.36336 5.40788
H -1.15168 6.17968 4.35866
H 3.14785 -5.95205 5.41354
H -1.52920 5.14569 5.74663
H 4.29609 -4.90326 3.46394
H 0.99861 0.61935 5.33007
H -3.01184 2.10025 -6.40077
H -2.74523 5.76217 1.10393
H -0.08195 -0.89453 4.73561
H 0.44052 -1.75351 -4.67137

=====

Record 2
A cluster of 2 separate species, C5H4FN in total in a non-equilibrium geometry, computed with ωB97M-V with the def2-TZVPD basis set.

Results
M	97.1	g/mol
orbital gap	10.419	eV
relative energy (zero: lowest compared OMol25 entry of this formula, charge and spin)	104.5	kcal per mole
total energy	-347.378510	hartree
net charge	0

Atoms and positions in Å:
F -0.24078 -0.38907 -2.16099
N 0.54748 -2.81864 1.93612
C 0.71312 -1.96087 1.16980
C 0.82207 -0.87448 0.30975
C -1.99517 -0.27247 -0.41612
C -0.81056 -0.37909 -0.96086
C 1.82306 -0.01456 0.13376
H -2.89955 0.15105 -0.83038
H 1.91637 0.72342 -0.66901
H -1.96334 -0.62624 0.68005
H 2.74677 -0.33448 0.60853

=====

Record 3
The molecule C7H13NO in a non-equilibrium geometry, computed with ωB97M-V with the def2-TZVPD basis set.

Results
structure (SMILES)	CC[C@@]1([C@]2(C)CO2)CN1
M	127.2	g/mol
orbital gap	9.049	eV
relative energy (zero: lowest compared OMol25 entry of this formula, charge and spin)	191.2	kcal per mole
total energy	-404.222739	hartree
net charge	0

Atoms and positions in Å:
O 1.08072 -0.35509 2.06003
N -1.05231 0.59950 1.35003
C 0.70575 -0.80246 0.61496
C 1.84537 -0.76837 -0.58672
C -0.47843 0.06131 0.25812
C -1.54655 -0.04929 -0.75503
C 0.85968 -1.83881 1.56867
C -0.19939 1.51040 0.81841
C -1.02996 1.04198 -1.95119
H -0.55728 2.28278 0.16894
H 1.86041 0.17217 -1.22145
H -1.58871 0.64360 -2.93493
H -1.79917 -0.96080 -1.31613
H -0.15637 -2.35545 1.83674
H -1.33692 2.08073 -1.40033
H -0.65075 0.52418 2.44765
H 1.51610 -1.51749 -1.38166
H 1.54569 -2.56258 1.45675
H -2.47941 0.48741 -0.25071
H 0.11521 1.15493 -2.32381
H 2.74471 -0.91278 -0.14340
H 0.60161 1.56414 1.68507

=====

Record 4
A cluster of 2 separate species, C3H9S in total in a non-equilibrium geometry, computed with ωB97M-V with the def2-TZVPD basis set.

Results
M	77.2	g/mol
orbital gap	6.311	eV
relative energy (zero: lowest compared OMol25 entry of this formula, charge and spin)	16.9	kcal per mole
total energy	-517.887017	hartree
net charge	-1

Atoms and positions in Å:
S -2.85586 -0.21220 2.01516
C 0.54388 0.13850 0.88515
C -0.00411 -0.08291 -0.52676
C 1.05146 -0.25091 -1.61930
H -0.51527 0.79099 -0.90122
H -0.36615 0.30909 1.55861
H 0.66302 -0.72135 -2.51322
H -3.59443 0.85864 2.41789
H 1.38481 0.77616 -1.90316
H -0.67631 -1.11183 -0.44054
H 2.00876 -0.72402 -1.13899
H 1.29001 0.95823 0.96885
H 1.07019 -0.72837 1.19752

=====

Record 5
The molecule C14H21NO3, computed with ωB97M-V with the def2-TZVPD basis set.

Results
structure (SMILES)	CCCCCOC(=O)NC[C@@H](O)c1ccccc1
M	251.3	g/mol
orbital gap	9.937	eV
relative energy (zero: lowest compared OMol25 entry of this formula, charge and spin)	11.7	kcal per mole
total energy	-826.578464	hartree
net charge	0

Atoms and positions in Å:
O 0.01282 0.73261 -0.99669
O -2.76570 -1.33337 1.90847
O -0.09556 -1.41184 -1.73560
N -0.35111 -1.00178 0.42864
C -3.04107 1.38371 5.10764
C -3.11003 2.73888 4.83573
C -0.14187 -0.44586 -0.79023
C 4.17365 -1.13968 -2.81095
C -2.56706 0.93569 2.79334
C -2.90277 3.19409 3.54377
C 4.66171 -0.70384 -4.18782
C -2.24585 -0.03694 1.68434
C -2.63348 2.29726 2.52627
C 0.27814 -1.01062 -3.05126
C -0.71731 -0.18673 1.55778
C 1.70623 -1.44017 -3.38002
C 2.73576 -0.71160 -2.51854
C -2.76710 0.48552 4.09108
H 0.17897 0.07739 -3.12596
H 4.82540 -0.70015 -2.05249
H -0.26692 0.79701 1.41682
H -2.95366 4.25111 3.32854
H 4.25228 -2.22594 -2.72429
H 1.87822 -1.22829 -4.43578
H 5.71288 -0.95461 -4.31191
H -2.70605 -0.57296 4.29971
H -0.43209 -1.49329 -3.72895
H 1.79531 -2.51755 -3.22513
H -3.71207 -1.26249 2.07177
H -3.32375 3.44013 5.62867
H -2.47136 2.64949 1.51795
H -0.65448 -1.96364 0.44823
H -3.19820 1.02399 6.11389
H -0.33215 -0.64935 2.46874
H 2.63725 0.36504 -2.67270
H 2.51735 -0.91308 -1.46724
H 4.54991 0.37161 -4.30671
H 4.10214 -1.19807 -4.97776
H -2.62838 0.35833 0.72867

=====

Record 6
A cluster of 2 separate species, C7H9N3O2 in total in a non-equilibrium geometry, computed with ωB97M-V with the def2-TZVPD basis set.

Results
spin multiplicity	3
M	167.2	g/mol
orbital gap (spin up / spin down)	6.002 / 7.493	eV
relative energy (zero: lowest compared OMol25 entry of this formula, charge and spin)	0.0	kcal per mole
total energy	-586.675022	hartree
net charge	0

Atoms and positions in Å:
O -4.38008 -1.63942 -0.02839
O -2.56145 1.71429 0.97600
N -3.96726 -0.82722 -0.70402
N -0.68222 1.15282 -0.05433
N -3.42588 -0.17927 -1.39569
C -1.52506 -0.28847 1.63380
C -0.74760 2.31519 -0.91080
C 0.31370 0.30862 -0.28637
C 1.69130 -1.73037 0.23938
C -0.43128 -1.07352 1.42226
C -1.61788 0.90319 0.91857
C 0.54872 -0.75821 0.46471
H 0.97996 0.76183 -0.97024
H -1.76412 2.61093 -0.88106
H 1.83396 -1.75458 -0.73825
H -2.25041 -0.51501 2.37230
H -0.21002 3.01543 -0.37711
H 1.26179 -2.80436 0.43273
H 2.58606 -1.58575 0.83460
H -0.44585 1.97265 -1.90834
H -0.43574 -2.06773 1.98022

=====

Record 7
A cluster of 7 separate species, C5H27N2O6 in total in a non-equilibrium geometry, computed with ωB97M-V with the def2-TZVPD basis set.

Results
M	211.3	g/mol
orbital gap	10.225	eV
relative energy (zero: lowest compared OMol25 entry of this formula, charge and spin)	47.0	kcal per mole
total energy	-767.394980	hartree
net charge	+1

Atoms and positions in Å:
O -1.20052 -3.32615 -0.50945
O 1.02265 -3.40243 -0.52803
O 2.07676 -0.51774 -3.17087
O 3.49561 1.09615 0.30698
O 1.64873 4.20710 0.28346
O 2.19728 -1.00243 -0.37937
N 0.90786 1.80691 -0.76263
N -0.68239 -0.55171 -0.41180
C 0.30743 1.56217 0.52578
C -3.64010 -1.23978 1.08344
C -0.96211 0.74178 0.29731
C -3.22528 0.18019 1.51486
C -1.72323 0.49111 1.61023
H -2.92126 -1.80226 0.49064
H 2.59846 -0.12236 -0.12505
H 1.81303 2.24015 -0.81303
H -3.67853 0.76923 0.67424
H 1.55487 -2.91973 0.13616
H 1.01717 1.00770 1.15303
H 4.37902 0.74705 0.10980
H 1.66166 -3.82649 -1.10974
H -3.56774 0.62406 2.43918
H -0.42860 -3.89099 -0.76775
H -4.67546 -1.31853 0.77392
H 2.32447 -1.07279 -1.33341
H -1.66696 1.35551 -0.34927
H -1.28109 -1.35628 -0.03654
H -1.35475 1.35677 2.17517
H 0.30744 -0.78179 -0.19538
H 1.48720 4.84155 -0.41989
H -1.23039 -0.36456 2.18810
H 0.30313 2.35365 -1.35392
H -0.68195 -0.53883 -1.43349
H 3.57827 1.37436 1.23216
H 2.15974 -0.24020 -4.07971
H -1.88756 -3.89590 -0.89063
H -3.70283 -1.75567 2.04860
H 1.96711 4.67681 1.05878
H 0.13608 2.51392 1.09669
H 1.56680 -0.01955 -2.52859

=====

Record 8
A structure of composition C18H50InNO9P, computed with ωB97M-V with the def2-TZVPD basis set.

Results
M	570.4	g/mol
orbital gap	5.812	eV
relative energy (zero: lowest compared OMol25 entry of this formula, charge and spin)	156.1	kcal per mole
total energy	-1979.050085	hartree
net charge	-1

Atoms and positions in Å:
In -3.92293 5.97498 0.96096
P -2.05645 4.19279 1.03323
O 2.85957 -4.10480 0.96091
O -4.26139 0.56501 -1.98134
O 0.89888 -1.04921 3.25328
O 2.02839 -0.24006 -3.60216
O -2.64440 3.12960 2.25858
O -1.97994 -0.76039 3.82002
O 3.09061 -5.87208 -1.38015
O -1.36157 0.56253 -1.41315
O 4.99824 -0.16157 -3.55510
N -2.98541 7.76450 1.61064
C -1.19699 1.75607 -2.15940
C 0.68315 -2.44083 3.16197
C 1.93923 -0.41201 -2.19612
C 2.21129 -6.08298 -0.29078
C -0.01251 -0.29417 2.46742
C -0.81427 5.05270 2.09378
C 3.32355 -2.99850 0.21105
C -5.52584 5.32547 2.33683
C 4.45648 -6.02046 -1.05145
C 4.17473 0.45375 -4.52826
C -3.65252 -0.02999 -0.84854
C -1.16793 0.26478 3.26018
C 1.77649 -4.78812 0.36136
C -3.92364 -0.05543 -3.20074
C 4.98448 -1.57341 -3.60591
C -1.72402 -0.99747 5.18484
C 2.81779 0.86508 -3.99284
C -2.37798 0.66350 -0.42406
H 2.93084 -0.44342 -1.73484
H -3.51450 8.59173 1.35058
H 4.03705 -0.21835 -5.38449
H 2.61006 -2.16827 0.24872
H -0.39949 -0.91686 1.65091
H -0.22672 4.29538 2.62195
H -2.91310 7.82382 2.62262
H 1.32740 -6.60106 -0.67357
H 5.02972 -5.70842 -1.92310
H -2.03060 -0.14502 5.80243
H -4.34014 0.55930 -3.99778
H 4.73585 -5.40318 -0.19408
H -4.50184 6.18301 -0.68785
H -0.34819 -2.70836 3.41060
H 0.91585 -2.80662 2.15570
H 1.36435 -2.92257 3.86268
H -2.30934 -1.86935 5.47662
H -4.36913 0.02001 -0.02421
H 0.53431 0.53981 2.01792
H 1.42253 -1.35470 -2.02353
H 1.04638 -5.01635 1.14452
H -1.78844 0.87249 2.59721
H 2.94595 1.56070 -3.15555
H 2.68410 -6.72674 0.46082
H 4.25902 -2.67465 0.66426
H -0.48500 1.53129 -2.95514
H -1.21425 5.77462 2.80863
H -0.66356 -1.19716 5.36966
H 5.46678 -1.94071 -4.51971
H -2.55733 1.70995 -0.17040
H -4.35691 -1.06197 -3.26866
H -5.48070 4.26932 2.63004
H -0.80550 0.93307 4.04891
H -0.82015 2.56673 -1.52929
H -3.44247 -1.08852 -1.05301
H 4.69776 1.34711 -4.88144
H 4.69808 -7.06582 -0.82577
H -2.00119 0.17185 0.47792
H 1.35140 0.38564 -1.73605
H 5.54938 -1.92845 -2.74547
H -2.84130 -0.13350 -3.33309
H 2.28399 1.39562 -4.78799
H -3.60579 3.19450 2.30034
H -6.49481 5.48802 1.85686
H 1.28376 -4.14994 -0.38125
H 3.49755 -3.26940 -0.83331
H 3.96847 -1.97259 -3.56142
H -0.14494 5.57861 1.40471
H -5.48158 5.91871 3.25528
H -2.13873 2.09138 -2.60390

=====

Record 9
A cluster of 3 separate species, C5H12N2 in total in a non-equilibrium geometry, computed with ωB97M-V with the def2-TZVPD basis set.

Results
M	100.2	g/mol
orbital gap (spin up / spin down)	6.712 / 6.802	eV
relative energy (zero: lowest compared OMol25 entry of this formula, charge and spin)	134.3	kcal per mole
total energy	-307.015341	hartree
net charge	0

Atoms and positions in Å:
N 0.49524 -1.82843 0.50304
N -2.31460 -1.01310 -0.72142
C 0.59219 0.43850 -0.35611
C 2.74360 0.37195 0.16166
C -2.50459 1.32456 -0.22205
C -1.74383 0.03293 -0.32204
C 0.39651 -0.49184 0.65176
H 2.97038 0.36899 1.22666
H 0.68595 0.13324 -1.38699
H -3.55910 1.19796 -0.48735
H -2.06066 2.06721 -0.89082
H -1.69842 -1.83198 -0.72632
H -2.41907 1.72581 0.79132
H 0.47725 1.48412 -0.13180
H 3.13132 -0.51090 -0.34343
H 0.71544 -2.41464 1.29022
H 0.70269 -2.20716 -0.40851
H 0.32022 -0.14708 1.67528
H 3.06948 1.29987 -0.30309

=====

Record 10
The ion C12H14N with charge +1 in a non-equilibrium geometry, computed with ωB97M-V with the def2-TZVPD basis set.

Results
M	172.3	g/mol
orbital gap (spin up / spin down)	6.298 / 6.303	eV
relative energy (zero: lowest compared OMol25 entry of this formula, charge and spin)	229.6	kcal per mole
total energy	-519.804059	hartree
net charge	+1

Atoms and positions in Å:
N -0.79310 1.08706 1.37554
C 0.00126 -1.26457 1.41878
C -0.52022 -1.04700 -2.05598
C -0.97936 -2.14015 -2.28078
C 0.08327 0.14142 0.68161
C 0.92370 1.93375 -1.07452
C 0.65246 -1.37128 2.77296
C -1.47602 -1.15969 1.15442
C -0.12342 1.51856 -2.10267
C -0.01688 0.16201 -1.70054
C 1.34073 1.87368 -2.48571
C 0.98432 0.49808 -0.51981
C -1.37988 0.10089 0.38333
H 1.48656 -0.69584 3.00374
H -0.93400 2.05734 -2.62109
H -1.92364 -1.91515 0.47615
H 2.10390 1.19457 -2.96402
H 1.28651 2.89225 -2.89948
H -0.74293 0.99979 2.36537
H 0.40696 -1.91498 0.68863
H 1.07511 -2.39504 2.87960
H -2.21507 -1.00478 2.09898
H 1.98601 -0.06293 -0.58224
H 0.95077 2.82408 -0.32000
H -0.97087 -3.20700 -2.44676
H -0.15815 -1.21508 3.57818
H -1.04802 2.11000 1.17630

=====

Record 11
The molecule C4H5N3O in a non-equilibrium geometry, computed with ωB97M-V with the def2-TZVPD basis set.

Results
structure (SMILES)	[H]/N=C1\NN=C[C@@H]2O[C@@H]12
M	111.1	g/mol
orbital gap	9.941	eV
relative energy (zero: lowest compared OMol25 entry of this formula, charge and spin)	165.5	kcal per mole
total energy	-394.703871	hartree
net charge	0

Atoms and positions in Å:
O -0.25404 1.47770 1.75877
N 1.46438 1.29601 -1.59859
N -0.76300 -1.39219 -0.24200
N 0.40531 -0.78400 -1.02182
C -1.06200 -1.01215 1.01037
C -0.29129 0.13190 1.57997
C -0.05835 0.96316 0.37623
C 0.86808 0.54797 -0.75030
H -0.99653 0.88111 -0.20710
H -2.06168 -1.55471 1.35173
H 0.58567 -0.36365 2.10561
H 0.21278 -0.99306 -2.03893
H 1.95067 0.80190 -2.32395

=====

Record 12
The ion C5H16N3 with charge +1 in a non-equilibrium geometry, computed with ωB97M-V with the def2-TZVPD basis set.

Results
structure (SMILES)	C[C@@H](CN)NCC[NH3+]
M	118.2	g/mol
orbital gap	9.200	eV
relative energy (zero: lowest compared OMol25 entry of this formula, charge and spin)	57.5	kcal per mole
total energy	-364.083725	hartree
net charge	+1

Atoms and positions in Å:
N 1.09801 1.65276 -1.45326
N 0.10137 -0.77064 -0.63753
N -1.15574 0.86255 2.18108
C 0.05450 1.00968 -2.31395
C 0.49351 -2.21768 1.31068
C 0.00611 0.12214 1.66116
C -0.35881 -1.07779 0.71754
C -0.78704 0.13230 -1.36166
H -1.01207 1.79345 2.58085
H 0.67038 2.03700 -0.60212
H 0.42419 -1.61235 -1.11743
H -1.39720 0.77258 -0.73536
H 0.35250 -0.27008 2.62361
H 0.27007 -2.51316 2.37273
H -1.32395 -0.50295 -2.07068
H -0.69189 1.75969 -2.64449
H -1.41920 -1.34567 0.76815
H 0.78504 0.67223 1.09462
H 1.64296 0.83028 -1.00507
H 1.53647 -1.98529 1.36713
H 0.36459 -3.23815 0.93696
H 1.63135 2.40152 -1.90617
H -1.79898 1.01420 1.41337
H 0.51383 0.47338 -3.18017

=====

> Among the records above, which one has the lowest M?

C3H9S